Density functional theory data (ωB97M-V/def2-TZVPD) for the ion C6H12N3 with charge +1 at a distorted geometry.

XYZ file:
```
21
Properties=species:S:1:pos:R:3:forces:R:3:mulliken_charge:R:1
C 1.459647 -1.052818 -0.479305 -2.8 3.7 2.0 -0.58
C 0.088601 -1.125533 -0.365326 3.1 1.1 -1.0 -0.13
C 1.477118 1.194624 0.343390 -0.8 2.4 0.0 -0.28
C 3.554241 0.149364 0.042223 2.7 -1.0 1.2 -0.95
C -2.620201 1.111791 -0.735504 -2.2 2.3 1.3 -0.82
C -2.204148 -0.780002 0.817711 -2.7 0.1 2.6 -1.11
N 2.135149 0.194228 -0.158210 -1.0 -2.7 -0.5 0.15
N -0.628715 -0.045408 -0.621303 -0.7 3.6 -0.6 -0.47
N -1.744756 0.204049 -0.087741 1.8 -2.5 -0.1 0.60
H 1.933475 -1.909430 -0.260867 2.4 -2.8 0.1 0.42
H -0.402642 -2.015971 -0.190433 -0.6 -2.0 0.1 0.63
H 2.128671 2.191434 0.496799 -1.0 -2.4 -0.4 0.18
H 4.223960 -0.626369 -0.404911 -1.3 0.4 -0.4 0.34
H 3.872264 1.108484 -0.228578 1.0 1.2 -0.7 0.38
H 3.822948 0.069240 1.119103 -0.7 0.0 -0.5 0.38
H -2.866306 2.055702 -0.152229 0.7 -1.2 0.2 0.31
H -1.983664 1.494212 -1.492697 -0.5 0.1 -1.7 0.39
H -3.697005 0.731274 -0.856004 2.0 -0.1 -0.7 0.33
H -2.578059 -1.630076 0.245217 -0.9 0.2 -0.1 0.45
H -1.433597 -1.311723 1.387851 0.1 1.2 0.4 0.46
H -3.002514 -0.241668 1.485090 1.4 -1.7 -1.1 0.32
```
Positions in Å, forces in eV/Å.

Results
**Orbital gap (spin up / spin down)**: 6.9 / 6.9 eV
**Net charge**: +1
**Energy relative to the best compared isomer or geometry (same formula, charge and spin)**: 174.1 kcal per mole
**HOMO energy (spin up / spin down)**: -0.454 / -0.454 Ha


Density functional theory data (ωB97M-V/def2-TZVPD) for a structure of composition C39H35ClGdN2Si2 at a distorted geometry.

XYZ file:
```
80
Properties=species:S:1:pos:R:3:forces:R:3:mulliken_charge:R:1
C 0.870419 1.580215 0.038924 0.5 0.5 -0.9 -0.46
C 1.027287 0.732288 -1.091699 0.2 0.7 -0.3 -0.68
C 0.262730 1.278026 -2.165783 0.7 0.4 0.3 -0.46
H 1.700578 -0.121031 -1.165335 -0.4 0.1 0.1 0.53
C -0.338051 2.491320 -1.707611 0.8 0.1 0.3 -0.77
C 0.046007 2.675146 -0.339786 0.6 -0.1 -0.9 -0.53
H -0.135234 3.565042 0.257436 -0.2 -0.3 -0.1 0.54
H 1.397449 1.483485 0.982050 -0.2 -0.1 -0.1 0.55
H 0.221865 0.876571 -3.174836 0.0 0.1 0.3 0.84
H -0.898475 3.200514 -2.313386 0.0 -0.3 0.2 0.44
Gd -1.483802 0.601295 -0.454013 -1.1 -1.1 0.7 0.72
Si -2.433455 -4.090458 -2.141028 1.3 0.0 0.7 0.06
C -1.125407 -5.153179 -2.939300 0.2 -0.4 -0.2 0.47
C -1.382012 -6.380177 -3.592402 0.3 0.6 0.0 -0.38
H -2.380861 -6.816022 -3.536541 0.3 0.1 -0.1 0.38
C -0.370204 -7.022902 -4.317404 0.0 0.1 0.2 -0.52
H -0.574076 -7.993269 -4.786834 0.1 0.5 0.2 0.41
C 0.890142 -6.422685 -4.449932 -0.3 0.4 0.0 -0.52
H 1.659529 -6.907676 -5.055715 -0.3 0.2 0.2 0.39
C 1.147219 -5.189030 -3.822475 -0.1 -0.5 0.2 -0.59
H 2.096967 -4.668099 -3.980827 -0.2 -0.4 0.2 0.42
C 0.178552 -4.627022 -2.982928 0.1 -0.2 -0.7 -0.04
H 0.441881 -3.730035 -2.409375 -0.2 -0.3 -0.2 0.15
C -2.510698 -2.413463 -2.948965 0.5 0.1 -1.0 0.77
C -1.428031 -1.867870 -3.651908 0.0 -0.7 1.2 0.38
H -0.459348 -2.370629 -3.708380 -0.5 -0.1 -0.3 0.10
C -1.604669 -0.653534 -4.364156 1.3 -0.2 -0.4 -1.26
H -0.886516 -0.398007 -5.157877 -0.4 0.1 0.6 0.74
C -2.445340 0.360456 -3.784444 -0.8 1.3 0.0 -0.35
H -2.234793 1.421245 -3.929012 -0.4 -0.3 0.1 0.46
C -3.577647 -0.165977 -3.031688 0.6 1.2 2.7 -0.58
H -4.350654 0.478872 -2.619277 0.2 0.0 -0.2 1.09
C -3.689455 -1.596069 -2.947104 -0.2 -0.3 0.8 -0.80
H -4.622156 -2.028590 -2.592942 0.0 0.3 -0.1 0.80
H -1.882713 -3.684495 -0.816056 -0.1 -0.2 0.2 -0.15
Si -3.678271 -0.676669 -4.797506 -2.5 -2.0 -5.5 -0.85
C -5.115983 0.039532 -5.870937 -0.1 0.8 0.9 0.45
C -5.160421 -0.256442 -7.243080 0.0 -0.2 -0.3 -0.09
H -4.361158 -0.844177 -7.693214 -0.2 0.1 0.1 0.30
C -6.227883 0.128874 -8.061943 -0.1 0.2 0.4 -0.77
H -6.260486 -0.167072 -9.111240 0.2 0.1 0.3 0.39
C -7.281839 0.880008 -7.526644 0.3 -0.2 0.5 -0.39
H -8.118726 1.201764 -8.156680 0.4 -0.2 0.3 0.38
C -7.265509 1.188166 -6.156969 0.1 -0.1 0.2 -0.67
H -8.108103 1.749013 -5.717801 0.6 -0.3 -0.2 0.35
C -6.198766 0.766981 -5.332369 -0.3 0.2 -0.4 -0.39
H -6.235377 1.002129 -4.260163 0.0 0.0 -0.5 0.26
C -3.646946 -2.365109 -5.753302 0.4 0.2 0.2 0.45
C -2.608123 -2.619965 -6.643222 0.2 -0.6 0.0 0.02
H -1.941297 -1.817661 -6.966457 0.0 -0.2 0.2 0.43
C -2.380906 -3.919021 -7.113596 -0.3 0.1 0.0 -0.78
H -1.521317 -4.102420 -7.757502 -0.3 -0.1 0.1 0.44
C -3.240718 -4.959471 -6.740529 0.0 0.1 0.1 -0.54
H -3.054060 -5.985596 -7.072427 0.0 0.4 0.1 0.43
C -4.354031 -4.684148 -5.936292 0.0 0.4 0.1 -0.68
H -5.063529 -5.473195 -5.656742 0.4 0.3 -0.2 0.43
C -4.561395 -3.379161 -5.453628 0.2 -0.5 -0.1 -0.37
H -5.431961 -3.177190 -4.822743 0.3 -0.1 -0.1 0.37
H -3.626340 -4.862500 -1.863234 -0.7 0.0 -0.2 -0.17
Cl -3.767882 1.686499 -0.441127 -0.7 0.4 0.1 -0.53
C 1.207812 -2.897766 1.259815 -0.1 0.2 -0.1 -0.98
C 1.500966 -2.584026 2.590627 -0.4 0.3 -0.4 -0.63
C 0.835990 -1.502456 3.161120 -0.2 0.3 -0.2 -0.61
C -0.050109 -0.729553 2.393265 0.0 -1.0 -0.8 0.64
N -0.321327 -1.037081 1.091347 0.8 -0.7 0.8 0.07
C 0.300785 -2.107995 0.546745 -0.2 0.4 0.9 -0.22
C -0.771747 0.431087 2.955076 -1.0 0.7 0.2 0.67
C -0.814183 0.655520 4.343047 0.2 0.0 -0.5 -0.89
C -1.446251 1.786812 4.852823 -0.1 -0.1 -0.5 -0.50
C -2.104876 2.621566 3.946165 0.2 -0.2 -0.1 -0.94
C -2.106286 2.290203 2.584838 0.2 -0.6 0.0 -0.03
N -1.451776 1.220740 2.073122 0.2 0.1 1.5 0.30
H 1.674130 -3.741057 0.764408 0.0 0.1 0.1 0.50
H 2.232701 -3.149053 3.171130 -0.3 0.1 -0.2 0.44
H 0.994034 -1.227502 4.201216 0.2 -0.2 -0.3 0.30
H 0.029339 -2.337528 -0.487792 0.2 0.1 0.3 0.66
H -0.361166 -0.080655 5.001589 -0.1 0.4 0.0 0.34
H -1.424225 1.994158 5.925483 -0.1 -0.1 -0.4 0.43
H -2.639657 3.505370 4.282266 0.1 -0.2 -0.1 0.40
H -2.678320 2.868066 1.855968 0.2 -0.1 0.3 0.40
```
Positions in Å, forces in eV/Å.

Results
**Orbital gap (spin up / spin down)**: 3.9 / 7.3 eV
**Net charge**: +1
**Energy relative to the best compared isomer or geometry (same formula, charge and spin)**: 81.9 kcal per mole
**HOMO energy (spin up / spin down)**: -0.292 / -0.404 Ha
**⟨S²⟩**: 15.82
**Spin multiplicity**: 8


Density functional theory data (ωB97M-V/def2-TZVPD) for a cluster of 2 separate species, C3H11NO3 in total at a distorted geometry.

XYZ file:
```
18
Properties=species:S:1:pos:R:3:forces:R:3:mulliken_charge:R:1
C -1.589406 0.910752 0.193692 0.8 0.1 1.6 -0.81
O -2.775100 0.880006 -0.552402 -0.1 0.3 -0.5 -0.52
C -0.660548 -0.236782 -0.077081 0.8 -2.8 -1.5 0.80
C 0.246885 -0.703877 1.109367 -1.4 1.5 1.1 -0.83
O 1.225282 -1.700440 0.964099 -0.5 0.7 -1.1 -0.54
N 0.191117 -0.129189 -1.291078 0.8 0.5 0.7 -0.71
H -1.826498 0.872923 1.272844 0.1 0.1 -0.2 0.30
H -1.034590 1.845047 0.060831 -0.4 0.1 -0.4 0.38
H -3.421274 0.349891 -0.080054 0.0 0.0 0.0 0.32
H -1.278340 -1.118078 -0.283544 -0.6 0.0 0.2 0.14
H 0.700796 0.225902 1.476924 0.2 -0.1 0.3 0.29
H -0.465872 -1.050928 1.874053 0.3 0.1 -0.1 0.38
H 1.898404 -1.226606 0.452827 0.6 -0.4 0.1 0.38
H -0.215748 0.240989 -2.137124 -0.5 -0.1 0.2 0.20
H 0.542466 -1.063666 -1.467188 -0.1 0.1 -0.3 0.27
H 3.131694 1.160869 -0.004308 0.0 0.1 0.0 0.31
H 2.280125 0.420910 -1.047984 -0.2 0.1 0.2 0.36
O 3.050604 0.322283 -0.463866 0.0 -0.2 -0.1 -0.71
```
Positions in Å, forces in eV/Å.

Results
**SMILES string**: NC(CO)CO.O
**Orbital gap**: 10.2 eV
**Energy relative to the best compared isomer or geometry (same formula, charge and spin)**: 38.6 kcal per mole
**HOMO energy**: -0.347 Ha


Density functional theory data (ωB97M-V/def2-TZVPD) for an isolated molecule of C6H8O2 at a distorted geometry.

XYZ file:
```
16
Properties=species:S:1:pos:R:3:forces:R:3:mulliken_charge:R:1
C 0.570616 -1.117530 1.498808 0.0 -0.1 -0.1 -1.33
C -0.226094 -0.248095 0.567950 -1.2 -1.0 0.8 0.81
C 0.553874 0.637014 -0.276239 -1.3 -2.1 -1.7 -0.23
C -1.485850 -0.573198 0.187224 0.5 1.2 2.3 -0.42
C 0.671735 -0.366156 -1.558077 3.7 2.6 0.4 0.13
C 0.693719 1.952790 -0.271268 -0.3 -0.2 -0.9 -0.64
O -2.340244 0.245232 -0.483837 0.0 -0.2 -0.9 -0.52
O 0.990150 -1.521864 -1.614226 -1.0 0.6 0.5 -0.43
H -1.852510 0.985657 -0.869679 0.0 0.0 0.1 0.37
H -2.026433 -1.358004 0.696555 0.0 -0.2 -0.2 0.38
H 0.772452 0.312385 -2.415909 -0.7 -0.3 -1.0 0.33
H 1.209962 -1.798818 0.935295 0.0 -0.1 0.0 0.26
H 1.230076 -0.500508 2.111805 -0.1 0.0 0.1 0.33
H -0.090040 -1.692211 2.142989 0.0 -0.1 0.1 0.38
H 0.200283 2.566421 0.462719 0.3 0.0 0.5 0.30
H 1.128304 2.476883 -1.114109 0.2 0.0 0.0 0.27
```
Positions in Å, forces in eV/Å.

Results
**SMILES string**: C=C(C=O)/C(C)=C\O
**Orbital gap**: 8.4 eV
**Energy relative to the best compared isomer or geometry (same formula, charge and spin)**: 70.9 kcal per mole
**HOMO energy**: -0.306 Ha


Density functional theory data (ωB97M-V/def2-TZVPD) for a structure of composition C21H29Cl2O4Pt at a distorted geometry.

XYZ file:
```
57
Properties=species:S:1:pos:R:3:forces:R:3:mulliken_charge:R:1
O -0.790208 -0.690605 -4.606581 -0.3 1.8 -3.0 0.28
C -1.384737 0.637918 -5.016221 -0.1 -0.4 0.3 -0.48
C -0.961751 0.461392 -6.456560 0.2 -0.1 0.5 -0.87
H -0.935634 1.459141 -4.442026 -0.3 -0.3 -0.1 0.18
H -2.474727 0.589888 -4.921633 0.5 0.3 0.0 0.40
C -0.619228 -0.994196 -6.082484 0.4 0.3 -1.2 1.16
H -0.092696 1.075002 -6.709137 -0.2 -0.2 -0.2 0.36
H -1.775385 0.545972 -7.176471 0.2 0.2 0.0 0.36
C 0.773688 -1.379942 -6.513972 0.2 -0.3 0.1 -1.31
H 1.533238 -0.701083 -6.098935 -0.2 -0.3 -0.1 0.14
H 0.807905 -1.293064 -7.615872 0.0 0.0 0.5 0.40
H 0.999314 -2.427613 -6.272220 0.1 0.3 0.1 0.39
C -1.671157 -1.947627 -6.595160 -0.1 -0.3 0.2 -1.66
H -2.681492 -1.544267 -6.448654 0.2 -0.2 0.0 0.37
H -1.587606 -2.934238 -6.129286 -0.1 0.1 0.0 0.36
H -1.511272 -2.090665 -7.672643 -0.1 0.1 0.3 0.40
Pt -0.722639 -1.329771 -2.658747 0.1 0.0 2.5 0.77
C -3.066383 -0.721972 -0.278058 0.5 0.7 0.1 -0.68
C -1.947773 0.158826 -0.323344 -1.4 -0.7 0.3 -0.45
C -1.642681 0.468779 -1.693209 -1.6 -1.0 -1.9 -0.12
H -1.432752 0.611068 0.514608 -0.1 -0.2 0.0 0.38
C -2.625552 -0.305690 -2.521987 0.8 1.1 1.4 -0.16
C -3.475734 -1.020132 -1.582480 0.3 0.9 0.5 -0.88
H -4.365912 -1.560735 -1.873259 0.2 -0.2 0.1 0.47
H -3.569634 -1.047348 0.626271 0.3 -0.1 -0.1 0.49
H -1.123375 1.365377 -2.019288 0.0 -0.2 0.1 0.45
H -3.005004 0.028890 -3.475175 0.0 -0.3 0.4 0.26
C 0.085471 -1.930515 0.183652 -0.9 -1.4 -0.9 -0.64
C -0.357178 -2.857911 -0.806790 1.2 0.6 0.7 -0.76
C 0.597684 -2.781713 -1.945940 1.2 0.9 0.8 -0.40
H -1.067393 -3.667714 -0.650516 0.0 0.4 -0.2 0.51
C 1.525151 -1.679494 -1.618767 -1.1 -1.6 -0.8 -0.88
C 1.209382 -1.231370 -0.309357 0.4 -0.1 -0.3 -0.12
H 1.786496 -0.515199 0.261311 -0.2 -0.2 -0.2 0.66
H -0.320706 -1.823761 1.183211 -0.1 0.0 -0.3 0.53
H 0.754921 -3.565905 -2.676262 0.2 0.0 0.2 0.66
H 2.398076 -1.409455 -2.205125 -0.3 0.0 0.2 0.56
O 3.519055 2.138373 -5.368950 -1.1 1.0 0.4 -0.51
C 2.981507 1.421528 -4.259132 0.2 -0.2 0.3 -0.13
C 1.908246 2.298044 -3.559728 0.3 0.3 0.2 1.78
H 3.791513 1.209591 -3.533303 -0.3 -0.1 -0.3 0.32
H 2.578363 0.453562 -4.618758 0.2 0.5 0.1 -0.11
C 1.909531 3.647621 -4.327996 0.1 -0.8 -0.4 -0.57
H 2.251848 2.486966 -2.524867 -0.5 -0.3 -0.8 -0.93
H 0.926831 1.786976 -3.541829 0.5 0.4 0.2 -0.71
C 3.204777 3.543356 -5.154917 0.6 0.3 0.1 -0.58
H 1.925208 4.506656 -3.644377 0.0 -0.2 -0.3 0.34
H 1.040370 3.728284 -4.990828 0.1 0.0 0.1 0.26
H 4.022544 4.035253 -4.586598 -0.2 -0.4 -0.3 0.26
H 3.140063 4.054693 -6.128540 0.0 -0.4 0.3 0.39
Cl -0.302293 3.398222 0.011543 0.5 -0.2 0.2 -0.09
C 1.133627 2.886874 0.935780 -0.4 0.9 0.6 0.05
Cl 0.798313 1.528944 2.015229 0.3 0.4 -0.4 -0.09
C 2.239545 2.486751 -0.127201 -1.1 -3.7 -1.5 0.44
O 3.056837 3.423107 -0.247554 0.3 0.4 0.1 -0.31
O 2.105345 1.387220 -0.704211 0.7 2.8 1.5 -0.44
H 1.458351 3.748210 1.529244 -0.2 -0.4 -0.1 0.45
```
Positions in Å, forces in eV/Å.

Results
**Orbital gap (spin up / spin down)**: 8.5 / 4.2 eV
**Net charge**: +1
**Energy relative to the best compared isomer or geometry (same formula, charge and spin)**: 27.9 kcal per mole
**HOMO energy (spin up / spin down)**: -0.392 / -0.409 Ha
**⟨S²⟩**: 6.04
**Spin multiplicity**: 5


- Which formula does entry 5 have?
  C21H29Cl2O4Pt